# 1
Below is a 12-piece molecular cluster, C29H67N9O7 overall in a non-equilibrium geometry, with properties calculated with wB97M-V/def2-TZVPD.

Computed properties:
charge: 0
relative energy (zero: lowest compared OMol25 entry of this formula, charge and spin): 120.4 kJ/mol

Geometry as XYZ:
```
112
Properties=species:S:1:pos:R:3:forces:R:3
N -0.046 2.041 3.740 -0.333 1.625 0.501
H -0.804 1.325 3.899 0.533 -0.706 -0.736
H -0.111 2.681 4.542 0.147 -0.298 -0.204
H -0.136 2.659 2.890 -0.338 -1.177 0.699
H 0.938 1.617 3.736 0.148 -1.387 -0.022
C 0.173 -1.724 1.150 -1.068 -0.126 1.746
N 0.585 -0.773 0.086 -0.066 -2.966 0.659
C -0.358 -1.004 -1.026 0.033 1.936 -0.735
C 0.481 0.578 0.603 -0.591 1.708 -0.924
C 1.947 -1.225 -0.300 1.223 1.582 -1.810
C 3.030 -0.612 0.555 -0.037 -0.311 -0.135
O 3.052 -1.140 1.838 0.292 0.208 -0.021
H 0.037 -2.748 0.815 0.217 0.168 -0.585
H -0.777 -1.352 1.534 0.135 -0.170 0.193
H 0.894 -1.730 1.961 0.030 0.240 -0.092
H -0.162 -0.198 -1.743 0.073 -0.317 -0.221
H -1.366 -0.806 -0.672 -0.118 -0.643 0.163
H -0.176 -1.964 -1.483 -0.173 -0.262 0.185
H 0.546 1.268 -0.248 0.310 -0.138 0.038
H 1.231 0.857 1.333 -0.179 -0.451 0.332
H -0.524 0.754 0.984 0.100 -0.476 0.288
H 2.133 -0.822 -1.303 -0.177 0.075 -0.004
H 2.045 -2.298 -0.442 -0.589 -0.172 0.645
H 2.867 0.467 0.568 0.345 0.040 -0.050
H 3.958 -0.750 -0.008 0.165 -0.184 0.302
H 2.692 -0.426 2.450 0.187 -0.113 0.890
C 4.052 2.092 3.566 -0.559 0.884 0.076
C 3.245 1.108 4.409 0.054 -1.707 -1.058
O 2.203 0.472 3.711 -0.412 1.419 -0.406
H 4.901 2.464 4.151 0.018 0.057 -0.247
H 3.415 2.950 3.287 0.135 -0.008 0.248
H 4.386 1.707 2.599 0.131 -0.469 0.282
H 2.853 1.594 5.322 0.361 -0.017 -0.033
H 3.950 0.286 4.667 -0.022 0.520 0.596
C -3.836 -1.513 3.811 -0.996 1.989 0.949
C -2.689 -0.740 3.117 0.400 0.663 -1.135
O -1.494 -0.693 3.773 -0.130 1.030 0.245
H -3.555 -2.438 4.306 -0.180 0.520 0.078
H -4.642 -1.653 3.080 -0.013 -0.311 0.094
H -4.228 -0.830 4.581 -0.085 -0.248 0.002
H -3.072 0.267 2.819 -0.271 -0.075 0.157
H -2.565 -1.303 2.127 -0.527 1.716 0.302
C -1.418 1.870 -4.107 0.551 0.023 -1.316
O -0.882 1.880 -3.023 -0.176 0.120 0.618
N -0.856 1.294 -5.200 0.339 0.236 -0.040
C -1.429 1.383 -6.536 0.334 0.651 0.227
C 0.428 0.644 -5.112 0.383 -0.967 -0.373
H -2.361 2.370 -4.387 -0.135 -0.025 0.465
H -2.005 2.310 -6.572 -0.476 -0.369 -0.166
H -1.978 0.492 -6.842 -0.260 0.087 0.174
H -0.639 1.531 -7.276 0.146 -0.066 0.177
H 0.849 0.544 -4.117 -0.635 0.039 0.300
H 0.280 -0.358 -5.525 0.390 -0.074 0.130
H 1.229 1.119 -5.688 -0.443 0.311 -0.313
C -3.844 4.021 0.958 0.792 -0.676 0.198
O -4.852 4.613 1.206 -1.602 0.983 0.193
N -3.645 3.192 -0.083 0.499 0.116 -0.203
C -2.419 2.411 -0.163 -0.956 -1.102 -0.241
C -4.750 2.754 -0.898 -0.416 -0.430 -0.478
H -2.993 4.090 1.651 0.417 -0.068 -0.185
H -1.683 2.669 0.594 -1.435 -0.234 -0.323
H -1.896 2.469 -1.120 -0.414 0.158 -0.191
H -2.722 1.367 -0.001 0.262 -0.107 -0.138
H -4.489 2.793 -1.962 0.090 -0.071 0.143
H -5.033 1.719 -0.649 0.271 0.101 -0.067
H -5.659 3.335 -0.772 0.249 0.390 0.303
C -0.214 4.327 0.751 1.191 -0.015 -0.478
O -0.405 3.225 1.252 1.569 0.991 1.066
N 1.000 4.798 0.432 0.150 -0.665 -0.410
C 2.222 3.983 0.370 -0.442 0.162 1.151
C 1.151 6.104 -0.103 -0.265 1.189 -0.400
H -1.016 5.001 0.420 -0.225 -0.036 0.364
H 1.978 2.944 0.568 0.055 -0.005 -0.093
H 2.895 4.337 1.156 0.155 -0.168 -0.095
H 2.712 4.109 -0.591 -0.140 -0.064 -0.157
H 1.711 6.085 -1.037 -0.005 -0.059 -0.101
H 0.171 6.541 -0.303 0.019 0.032 -0.019
H 1.671 6.781 0.576 0.091 -0.081 0.124
C -2.249 -3.389 2.762 -0.259 -0.948 0.065
C -2.639 -3.685 1.340 0.285 0.040 0.693
O -2.790 -2.804 0.520 0.060 -0.100 -0.738
C -2.996 -5.118 1.020 -0.007 0.346 0.347
H -1.300 -3.820 3.077 0.017 -0.282 -0.218
H -3.056 -3.821 3.375 0.526 -0.576 -0.232
H -2.296 -2.326 3.009 1.357 -2.318 -0.499
H -4.087 -5.126 1.110 0.046 -0.341 -0.169
H -2.562 -5.795 1.752 -0.036 -0.086 -0.019
H -2.671 -5.385 0.023 -0.157 -0.063 -0.198
C 2.502 -3.097 4.234 0.592 -0.370 0.793
C 1.686 -4.163 3.679 0.599 1.705 0.605
N 1.088 -5.009 3.217 -1.020 -1.461 -0.745
H 2.245 -2.079 3.952 -0.113 -0.103 -0.385
H 3.526 -3.368 3.966 0.057 0.499 -0.144
H 2.472 -3.126 5.326 -0.202 -0.145 -0.062
C 2.197 -4.672 -4.689 -0.638 -0.627 -0.147
C 1.745 -3.369 -4.222 0.518 -0.045 -0.142
N 1.435 -2.343 -3.815 -0.171 0.156 -0.001
H 3.162 -4.683 -5.186 0.197 0.380 0.260
H 1.494 -5.073 -5.426 -0.078 0.125 0.143
H 2.195 -5.355 -3.838 0.173 0.005 -0.050
C 3.745 1.463 -4.360 -0.092 -0.126 -0.663
C 3.778 1.204 -2.939 0.441 0.054 -1.455
N 3.746 1.084 -1.812 -0.013 -0.102 1.630
H 3.488 0.581 -4.946 -0.444 -0.078 0.323
H 4.688 1.762 -4.813 0.146 0.400 0.542
H 2.987 2.238 -4.461 0.049 0.046 -0.535
C -1.593 -4.675 -2.803 0.117 0.836 -0.023
C -0.697 -4.679 -1.650 -0.623 -0.128 -0.392
N 0.019 -4.682 -0.759 0.485 0.020 0.336
H -1.572 -3.664 -3.226 0.218 -0.205 -0.158
H -2.639 -4.818 -2.543 0.087 -0.426 0.259
H -1.234 -5.400 -3.528 -0.215 -0.039 -0.115
```
Positions in Å, forces in eV/Å.

# 2
Below is C29H68F6O11Zn as an isolated structure in a non-equilibrium geometry, with properties calculated with wB97M-V/def2-TZVPD.

Computed properties:
2S+1: 2
charge: +1
electronic energy: -4351.4905 Ha

Geometry as XYZ:
```
115
Properties=species:S:1:pos:R:3:forces:R:3
Zn -20.311 -9.437 -14.270 2.061 2.329 -1.346
C -17.785 -7.835 -15.694 -2.586 -0.327 2.458
O -18.788 -6.800 -15.720 0.407 0.005 -0.049
O -18.515 -8.962 -15.220 0.297 -0.403 -0.543
C -17.000 -7.954 -17.027 0.511 0.186 0.615
F -16.521 -9.194 -17.205 -0.733 0.344 -0.410
F -17.725 -7.512 -18.051 0.081 -0.646 -0.275
F -15.891 -7.157 -16.965 -0.765 -0.139 0.147
C -18.433 -5.438 -15.424 -0.623 0.470 -0.756
C -19.747 -4.659 -15.309 -0.957 -0.248 -0.347
H -20.450 -5.053 -14.575 0.263 -0.378 0.183
H -19.781 -3.587 -15.114 1.029 -0.022 0.043
H -20.273 -4.733 -16.261 0.030 -0.127 -0.234
H -17.934 -5.098 -16.332 0.577 0.487 0.380
H -17.830 -5.349 -14.520 0.236 -0.195 -0.063
H -17.057 -7.603 -14.916 0.316 0.255 -0.086
C -20.236 -8.553 -11.668 -0.204 -1.611 -1.808
O -21.311 -8.757 -12.615 -1.134 0.998 0.823
O -19.253 -9.389 -12.294 -0.448 2.077 1.295
C -19.968 -7.005 -11.499 1.879 0.472 -1.586
F -18.723 -6.771 -11.074 -0.329 -0.587 0.605
F -20.040 -6.382 -12.679 -0.221 -0.513 -0.733
F -20.827 -6.387 -10.737 -0.757 -0.527 1.099
C -22.701 -8.760 -12.119 -0.765 -0.255 -0.446
C -23.669 -8.677 -13.280 0.101 -0.462 -0.718
H -23.532 -7.782 -13.887 0.039 0.200 0.336
H -23.598 -9.504 -13.987 0.232 -0.321 0.082
H -24.698 -8.720 -12.923 0.088 0.172 0.208
H -23.008 -7.922 -11.493 1.106 0.263 0.244
H -22.812 -9.679 -11.543 -0.056 -0.030 -0.020
H -20.545 -8.963 -10.706 0.362 -0.212 0.291
C -17.396 -12.327 -15.758 0.951 0.796 0.874
C -16.577 -11.815 -14.517 0.974 -1.996 0.647
C -15.192 -11.271 -14.824 0.349 0.646 -1.043
O -17.269 -10.929 -13.662 -0.804 -0.380 -0.820
H -16.767 -12.862 -16.469 0.177 -0.073 0.188
H -17.751 -11.446 -16.292 -0.424 -0.032 -0.047
H -18.187 -13.006 -15.439 -0.170 0.259 -0.038
H -16.364 -12.655 -13.857 -0.306 -0.454 -0.107
H -14.681 -10.815 -13.976 -0.512 0.059 0.194
H -15.281 -10.528 -15.617 0.157 0.339 0.026
H -14.466 -11.987 -15.210 -0.372 -0.482 -0.075
H -17.544 -10.250 -14.283 -0.332 1.054 0.047
C -13.119 -4.949 -17.013 -0.592 0.244 -0.272
C -12.961 -4.469 -15.584 -0.588 0.198 -0.698
C -14.274 -3.905 -15.059 -0.850 -0.643 0.056
O -12.548 -5.595 -14.829 -0.030 0.368 0.316
H -13.604 -4.178 -17.613 0.555 0.389 -0.197
H -13.876 -5.729 -17.086 0.238 -0.420 0.433
H -12.194 -5.306 -17.465 -0.063 0.179 0.044
H -12.242 -3.655 -15.499 0.470 -0.078 -0.217
H -14.679 -3.050 -15.600 0.528 0.298 0.030
H -14.243 -3.698 -13.989 0.178 0.300 0.048
H -15.059 -4.651 -15.180 -0.052 -0.377 0.019
H -12.521 -5.255 -13.931 0.264 -0.396 0.390
C -19.340 0.337 -19.153 0.602 0.217 0.998
C -18.374 -0.587 -18.359 -1.404 -0.091 0.422
C -19.149 -1.696 -17.598 -0.428 1.101 -0.092
O -17.494 -1.139 -19.261 1.367 -0.887 -1.320
H -18.836 0.945 -19.904 0.292 -0.461 -0.140
H -19.726 1.098 -18.475 -0.539 -0.245 0.137
H -20.137 -0.247 -19.614 -0.012 0.128 0.035
H -17.777 -0.065 -17.612 -0.314 0.591 0.129
H -19.847 -2.239 -18.236 0.316 -0.186 -0.307
H -19.800 -1.169 -16.901 0.002 -0.099 0.417
H -18.501 -2.380 -17.051 0.080 0.038 -0.101
H -16.635 -1.224 -18.842 0.039 -0.141 -0.165
C -22.747 -6.715 -16.966 0.493 -1.825 0.120
C -22.202 -8.117 -16.556 1.310 0.883 -1.069
C -21.344 -8.800 -17.647 -0.379 0.568 0.070
O -21.227 -7.873 -15.457 -2.279 -1.910 0.871
H -23.219 -6.853 -17.939 -0.052 0.461 -0.002
H -21.864 -6.081 -17.038 -0.333 0.329 -0.222
H -23.464 -6.336 -16.237 0.130 0.075 -0.070
H -23.008 -8.803 -16.293 0.172 0.138 0.783
H -20.489 -8.168 -17.889 0.010 0.119 -0.047
H -21.896 -8.972 -18.571 -0.106 -0.097 0.087
H -20.927 -9.743 -17.294 -0.141 -0.148 0.054
H -20.604 -7.216 -15.777 1.107 0.215 -0.068
C -15.578 -7.083 -10.885 -0.097 -0.509 -0.953
C -15.822 -7.777 -12.265 1.041 -0.029 0.869
C -14.745 -7.487 -13.327 -0.932 0.541 0.617
O -15.844 -9.197 -12.004 -0.726 0.854 -0.324
H -14.786 -7.650 -10.396 0.122 0.252 0.193
H -16.489 -7.187 -10.297 0.176 0.037 0.122
H -15.300 -6.031 -10.955 -0.008 -0.001 -0.064
H -16.805 -7.440 -12.595 -0.205 -0.486 -0.283
H -13.826 -7.954 -12.972 0.203 0.128 -0.411
H -14.617 -6.412 -13.456 0.264 0.041 0.255
H -15.038 -7.816 -14.323 0.223 -0.549 0.144
H -14.963 -9.416 -11.692 0.142 -0.116 0.069
C -21.441 -6.383 -22.139 0.555 -0.583 -1.510
C -21.591 -6.259 -20.634 1.130 1.505 -0.790
C -20.262 -5.983 -19.914 0.234 -1.235 -0.706
O -22.426 -5.148 -20.426 -1.486 0.330 0.874
H -20.861 -5.609 -22.642 0.002 0.781 0.647
H -22.392 -6.374 -22.672 -0.243 -0.066 0.412
H -20.896 -7.231 -22.554 -0.089 -0.679 0.639
H -22.103 -7.138 -20.242 0.011 0.071 0.181
H -20.377 -5.910 -18.832 0.053 -0.120 -0.055
H -19.693 -5.126 -20.274 -0.572 0.435 -0.142
H -19.608 -6.801 -20.215 0.259 -0.345 0.617
H -21.983 -4.335 -20.681 0.208 -0.079 -0.130
C -19.192 -2.491 -12.378 0.204 -0.176 0.740
C -19.920 -2.827 -11.073 0.046 0.259 0.607
C -19.039 -3.307 -9.889 -0.062 0.001 -1.015
O -20.540 -1.624 -10.637 -0.218 0.496 -0.441
H -18.542 -1.641 -12.170 0.184 -0.060 -0.160
H -19.846 -2.220 -13.207 -0.264 0.018 0.291
H -18.606 -3.353 -12.695 0.187 0.013 -0.016
H -20.706 -3.552 -11.282 -0.067 -0.376 -0.013
H -18.534 -4.250 -10.094 0.052 -0.042 -0.028
H -19.660 -3.441 -9.003 -0.055 -0.025 0.009
H -18.293 -2.543 -9.672 0.026 -0.016 -0.002
H -20.928 -1.746 -9.768 -0.015 -0.097 0.048
```
Positions in Å, forces in eV/Å.